Entry from the OMol25 dataset: a single CH3OP molecule in a non-equilibrium geometry (ωB97M-V with the def2-TZVPD basis set).

Last column: natural (NBO) charge in e.
CARTESIAN COORDINATES (ANGSTROEM)
C -0.3677 0.0120 0.4453  -0.29
O -1.4382 0.3585 -0.2882  -0.68
P -0.5648 -1.0172 -1.0548  0.65
H 0.4504 0.6446 0.2915  0.19
H -0.7552 -0.4111 1.4233  0.20
H 0.0338 -0.0595 -1.7793  -0.08

Frontier orbital gap, eV: 10.6
E_HOMO, Ha: -0.3666
SMILES: C1OP1
LUMO, eV: 0.601



Entry from the OMol25 dataset: a single CH3OP molecule in a non-equilibrium geometry (ωB97M-V with the def2-TZVPD basis set).

Last column: natural (NBO) charge in e.
CARTESIAN COORDINATES (ANGSTROEM)
C -0.0493 0.1605 -0.7942  -0.06
O 0.1057 -1.1126 -0.4955  -0.72
P 0.3655 -2.1273 0.6097  0.58
H 0.0310 0.4367 -1.7881  0.17
H -0.1210 0.8880 0.1337  0.15
H 0.4140 -1.4266 1.8940  -0.13

Frontier orbital gap (alpha / beta), eV: 7.9 / 8.0
E_HOMO (alpha / beta), Ha: -0.3003 / -0.2847
LUMO (alpha / beta), eV: -0.305 / 0.249



Entry from the OMol25 dataset: 2 unconnected molecules or ions with the total composition CH3OPS in a non-equilibrium geometry (ωB97M-V with the def2-TZVPD basis set).

Last column: natural (NBO) charge in e.
CARTESIAN COORDINATES (ANGSTROEM)
C -0.6309 -2.6881 0.5305  -0.38
O -0.0191 2.2785 -0.3459  -0.93
P 1.2088 1.2263 0.1145  0.58
S -0.1442 -1.8617 -0.7090  0.18
H -1.6772 -2.8323 0.9462  0.20
H -0.7852 1.6967 -0.2791  0.48
H 2.0478 2.1805 -0.2573  -0.11

Frontier orbital gap (alpha / beta), eV: 7.3 / 7.3
E_HOMO (alpha / beta), Ha: -0.2999 / -0.2933
LUMO (alpha / beta), eV: -0.828 / -0.657



It is found that the energy values, taken in the order of the records, are -456.4194; -456.3640; -854.5335 Eh.